122
Properties=species:S:1:pos:R:3 method="wB97M-V/def2-TZVPD" total_charge=+1 gap_ev="7.92 / 9.00" e_lumo_ev="-1.57 / -1.59" s_squared=20.01 spin_multiplicity=9 max_force_ev_per_a=4.98
Cr -4.244 19.373 -26.784
Cr -5.210 18.658 -23.527
C -8.061 18.652 -25.659
C -7.049 19.714 -26.055
C -7.641 21.097 -25.857
O -5.842 19.604 -25.318
H -8.729 18.922 -24.836
H -7.638 17.676 -25.424
H -8.761 18.519 -26.496
H -6.843 19.550 -27.125
H -8.469 21.274 -26.557
H -6.950 21.925 -25.987
H -8.156 21.103 -24.893
C -3.529 17.481 -25.156
O -3.166 18.696 -24.899
O -4.158 16.843 -24.229
O -3.840 17.277 -26.406
O -4.897 18.039 -30.851
S -5.287 17.429 -29.625
O -5.334 18.176 -28.414
O -6.683 16.748 -29.841
C -7.739 16.958 -28.861
C -9.034 16.422 -29.377
C -4.321 16.014 -29.352
H -7.824 18.028 -28.680
H -7.421 16.476 -27.935
H -9.889 16.793 -28.820
H -9.023 15.333 -29.427
H -9.177 16.752 -30.410
H -4.517 15.213 -30.057
H -4.498 15.673 -28.330
H -3.256 16.248 -29.367
O -3.167 21.210 -26.288
S -2.386 22.407 -26.427
O -1.100 22.484 -25.831
O -2.202 22.571 -28.001
C -1.030 23.283 -28.437
C -1.102 23.453 -29.934
C -3.414 23.788 -26.015
H -0.132 22.720 -28.172
H -0.891 24.240 -27.927
H -0.415 24.205 -30.318
H -2.134 23.654 -30.231
H -0.821 22.561 -30.506
H -3.572 24.386 -26.908
H -2.904 24.405 -25.280
H -4.322 23.390 -25.575
O -4.178 20.615 -23.146
S -3.001 21.338 -22.788
O -2.890 22.668 -23.281
O -3.006 21.393 -21.210
C -2.259 22.393 -20.525
C -1.525 21.751 -19.367
C -1.539 20.431 -23.103
H -2.905 23.181 -20.142
H -1.509 22.868 -21.161
H -0.955 22.398 -18.708
H -0.979 20.845 -19.643
H -2.281 21.302 -18.700
H -1.366 19.659 -22.359
H -0.707 21.109 -23.277
H -1.738 19.921 -24.052
O 0.555 13.387 -24.907
S 0.075 14.490 -24.141
O -0.872 14.293 -23.115
O 1.295 15.259 -23.489
C 2.548 15.256 -24.199
C 3.097 16.687 -24.335
C -0.513 15.744 -25.239
H 2.489 14.789 -25.181
H 3.235 14.646 -23.614
H 2.245 17.368 -24.279
H 3.617 16.791 -25.281
H 3.711 16.922 -23.469
H -1.265 15.399 -25.942
H 0.353 16.151 -25.762
H -0.915 16.548 -24.624
O -2.771 19.283 -28.208
S -1.541 19.137 -28.915
O -0.425 19.919 -28.509
O -1.201 17.603 -28.787
C 0.001 17.134 -29.424
C -0.135 15.661 -29.739
C -1.844 19.400 -30.636
H 0.808 17.268 -28.699
H 0.295 17.668 -30.326
H -0.662 15.556 -30.693
H -0.821 15.153 -29.055
H 0.804 15.120 -29.751
H -1.924 20.490 -30.674
H -2.830 18.996 -30.863
H -1.037 19.058 -31.268
O -8.573 15.573 -22.956
S -7.175 15.809 -23.026
O -6.693 17.149 -23.146
O -6.466 15.260 -21.731
C -6.912 13.976 -21.212
C -5.987 13.660 -20.053
C -6.448 14.843 -24.292
H -6.866 13.211 -21.988
H -7.919 14.110 -20.827
H -6.174 14.498 -19.365
H -4.930 13.675 -20.293
H -6.330 12.833 -19.435
H -5.364 14.826 -24.191
H -6.615 15.353 -25.244
H -6.854 13.837 -24.350
O -4.098 16.851 -19.517
S -3.551 17.286 -20.755
O -4.254 18.205 -21.618
O -2.229 18.090 -20.474
C -1.359 17.698 -19.347
C 0.068 17.787 -19.848
C -2.967 15.898 -21.669
H -1.668 16.707 -19.026
H -1.565 18.461 -18.600
H 0.706 17.662 -18.969
H 0.308 18.812 -20.140
H 0.220 17.096 -20.671
H -3.883 15.363 -21.924
H -2.312 15.377 -20.980
H -2.621 16.240 -22.634